1.
{
  "formula": "C2H2ClI",
  "method": "ωB97M-V with the def2-TZVPD basis set",
  "elements": ["I", "Cl", "C", "C", "H", "H"],
  "coordinates": [[0.89, 1.49, 2.89], [-0.17, 3.09, 0.25], [0.19, 1.50, 0.98], [0.12, 0.34, 0.31], [0.02, -0.38, 1.01], [-0.03, 0.12, -0.71]],
  "gap_ev": 9.65,
  "relative_energy_kcal_mol": 5.2,
  "e_tot_ev": -22728.0247,
  "smiles": "C=C(Cl)I",
  "total_charge": 0
}

***

2.
{
  "formula": "C27H41Cl3N3O3PbSi",
  "method": "ωB97M-V with the def2-TZVPD basis set",
  "elements": ["Pb", "Cl", "Cl", "Cl", "Si", "O", "O", "O", "N", "N", "N", "C", "C", "C", "C", "C", "C", "C", "C", "C", "C", "C", "C", "C", "C", "C", "C", "C", "C", "C", "C", "C", "C", "C", "C", "C", "C", "C", "H", "H", "H", "H", "H", "H", "H", "H", "H", "H", "H", "H", "H", "H", "H", "H", "H", "H", "H", "H", "H", "H", "H", "H", "H", "H", "H", "H", "H", "H", "H", "H", "H", "H", "H", "H", "H", "H", "H", "H", "H"],
  "coordinates": [[-0.01, -0.95, -0.74], [-1.45, -3.20, -0.28], [-2.62, -1.91, -2.93], [-0.12, 0.78, -2.79], [-1.51, -3.55, -3.65], [-1.80, 0.43, 0.27], [2.50, -1.84, -1.33], [-0.36, -1.91, 2.44], [-2.38, -0.97, 3.03], [1.91, 0.86, 1.05], [4.31, -2.64, -2.46], [-5.65, 2.76, 0.97], [-1.31, 2.76, 0.93], [4.85, -3.02, -3.75], [2.80, 1.41, 1.56], [0.02, -2.81, -4.40], [-1.35, 4.10, 0.56], [3.14, -1.98, -2.39], [-1.22, -5.04, -2.51], [5.64, 2.29, 3.87], [-2.00, 1.74, 0.00], [-4.16, 1.31, -1.26], [5.86, 3.56, 1.83], [-0.37, 4.75, 2.66], [-3.22, -1.79, 2.17], [4.67, 3.01, 1.36], [-3.51, 1.98, -0.10], [4.44, 1.73, 3.40], [-1.03, -1.11, 3.09], [-4.17, 2.59, 0.91], [-0.27, 3.40, 3.01], [-0.91, 5.10, 1.41], [-2.59, -4.33, -5.01], [-0.69, 2.40, 2.13], [-3.02, 0.17, 3.66], [4.98, -3.18, -1.27], [3.96, 2.07, 2.12], [6.36, 3.19, 3.08], [4.28, -2.51, -4.53], [-0.26, -2.23, -5.29], [-3.52, -1.21, 1.29], [6.40, 4.26, 1.20], [4.78, -4.10, -3.90], [2.78, -1.59, -3.36], [3.87, 1.03, 4.01], [-3.09, 1.02, 2.97], [-3.45, -4.85, -4.56], [-2.96, -3.58, -5.72], [4.56, -2.72, -0.37], [4.86, -4.28, -1.25], [-0.61, -4.80, -1.62], [-0.55, 1.35, 2.35], [-5.98, 3.76, 0.64], [-0.03, 5.52, 3.35], [-3.61, 3.00, 1.75], [-0.69, -5.83, -3.08], [6.06, -2.97, -1.37], [0.17, 3.11, 3.97], [-2.43, 0.47, 4.54], [7.31, 3.60, 3.44], [-0.57, -0.40, 3.82], [4.26, 3.29, 0.38], [0.68, -3.64, -4.69], [-4.14, 0.22, -1.09], [0.57, -2.14, -3.73], [-6.01, 2.64, 2.00], [-2.19, -5.43, -2.17], [-2.66, -2.67, 1.83], [-6.18, 2.01, 0.37], [-2.01, -5.06, -5.57], [-4.04, -0.11, 3.96], [5.90, -2.74, -3.82], [-1.61, 1.92, -1.03], [-3.56, 1.50, -2.16], [-4.12, -2.06, 2.73], [6.00, 2.01, 4.86], [-5.20, 1.61, -1.43], [-1.78, 4.34, -0.43], [-0.96, 6.15, 1.11]],
  "gap_ev": 6.45,
  "relative_energy_kcal_mol": 42.0,
  "e_tot_ev": -89975.0067,
  "total_charge": -1
}

***

3.
{
  "formula": "C4H10NO3",
  "method": "ωB97M-V with the def2-TZVPD basis set",
  "elements": ["O", "O", "O", "N", "C", "C", "C", "C", "H", "H", "H", "H", "H", "H", "H", "H", "H", "H"],
  "coordinates": [[-0.37, -2.26, 2.32], [-0.63, 0.04, -5.15], [0.85, 1.70, -1.49], [-0.80, -0.55, 0.94], [0.53, 0.50, -1.00], [0.67, -0.28, 2.98], [-0.15, -1.09, 2.00], [-0.44, 0.72, 0.25], [0.08, 1.44, 0.88], [-0.06, 0.52, -4.53], [-1.10, -1.29, 0.32], [-0.07, -0.13, -1.76], [1.61, 0.18, 2.63], [0.16, 0.70, 3.03], [0.64, -0.76, 3.96], [-1.01, -0.56, -4.50], [1.45, -0.01, -0.72], [-1.34, 1.12, -0.17]],
  "gap_ev": 6.65,
  "relative_energy_kcal_mol": 62.1,
  "e_tot_ev": -11942.7034,
  "total_charge": -1
}